Record 1
A molecular structure, C42H37GeN7OSe2Ti in a non-equilibrium geometry. Source: OMol25; level of theory: ωB97M-V/def2-TZVPD.

Computed properties:
**Net charge**: -2
**HOMO energy**: -0.842 eV
**Lowest unoccupied orbital energy**: 4.253 eV
**Energy above the lowest of the compared OMol25 structures with the same formula, charge and spin**: 0.0 kcal per mole
**Energy**: -9810.48078 hartree
**HOMO-LUMO gap**: 0.1872 Ha

```
91
Properties=species:S:1:pos:R:3:mulliken_charge:R:1
C -3.53 5.74 -3.55 -0.395
N 4.39 -0.30 0.86 -1.011
H -3.65 6.58 -4.24 0.332
H 4.86 2.11 1.00 0.835
H 3.63 -1.01 -4.28 0.397
H 2.81 3.00 3.25 0.238
C -5.20 2.93 3.02 -0.519
C -4.83 2.42 1.78 -0.277
H -1.19 0.30 -3.14 0.378
C 2.21 3.94 0.51 -0.181
O -1.19 -4.31 -0.01 -0.875
C -0.34 0.93 4.15 -0.961
C -4.35 3.79 3.70 -0.451
C -6.11 -1.23 -2.14 -0.472
C -1.34 -2.58 -1.64 0.367
H -3.00 -3.37 -4.47 0.383
H -1.80 3.88 1.46 0.049
C -4.48 5.51 -2.57 -0.646
H -5.54 -2.34 -0.39 0.377
N -0.32 -0.19 2.05 0.504
Ti -0.20 -0.15 -0.15 -1.268
H 1.84 2.86 -2.63 0.319
C -2.05 -3.36 -2.55 -0.583
H 1.14 -2.81 1.79 0.227
C 4.05 2.65 0.55 -0.947
H 3.80 1.96 -1.53 0.758
C -0.09 -1.35 2.66 0.456
H -1.67 5.09 -4.41 0.356
C -0.11 -0.28 4.80 -0.342
H 0.55 2.73 -1.39 0.018
C 3.73 -0.84 -3.22 -0.494
C 0.07 -2.55 1.77 -0.923
C -0.93 -3.13 -0.29 0.013
C -4.32 4.45 -1.69 -0.205
C -5.42 -1.42 -0.94 -0.718
H 6.10 -0.89 -0.76 0.409
N -1.03 -1.30 -1.88 0.796
N 1.64 0.18 -0.44 -0.046
C 5.02 -0.98 -2.59 -0.592
N 2.38 3.36 -0.70 0.349
H -2.45 4.80 3.64 0.437
H 1.67 -0.39 -2.94 0.304
C -1.28 1.26 -0.53 2.056
C 2.69 -0.24 -1.03 -0.103
H -1.41 3.20 -2.82 0.020
N 3.24 3.50 1.27 0.322
C -2.43 4.90 -3.65 -0.594
H 2.98 4.74 2.91 0.396
H -0.45 1.86 4.70 0.512
Se 3.33 0.15 2.27 -0.375
C -1.42 -0.76 -3.04 -0.242
H -4.95 1.85 -2.93 0.260
C 1.38 3.33 -1.76 -0.978
Se 0.89 5.14 0.98 -0.396
H -0.60 1.83 2.20 0.399
C 3.52 2.57 -0.68 -0.883
H -0.48 -3.41 2.16 0.525
C -2.43 -2.79 -3.75 -0.400
C -2.28 3.84 -2.77 -0.077
H -6.15 2.65 3.45 0.371
C 2.65 -0.51 -2.48 -0.287
C -3.61 2.74 1.19 -0.344
H 1.05 4.34 -1.98 0.469
H -5.07 4.28 -0.91 0.352
C -4.38 0.76 -1.16 -0.522
C -3.23 3.59 -1.78 -0.362
H -5.51 1.74 1.26 0.288
C -3.12 4.13 3.13 -0.470
C 4.04 -0.42 -0.39 0.980
C -0.44 0.93 2.78 -0.342
C -2.76 3.61 1.89 -0.348
C -4.57 -0.43 -0.47 -0.002
H -6.46 0.10 -3.78 0.369
H 4.42 3.67 2.97 0.320
C 0.01 -1.43 4.05 -0.789
Ge -2.97 2.04 -0.55 0.794
C 5.15 -0.79 -1.27 -0.327
H 5.88 -1.25 -3.20 0.321
C -5.08 0.93 -2.36 -0.291
H -2.28 -4.37 -2.27 0.523
H -4.63 4.18 4.66 0.345
H -2.40 -0.98 -4.92 0.416
H -5.34 6.17 -2.48 0.369
H 0.21 -2.39 4.51 0.468
N -0.34 -2.20 0.43 0.179
C 3.37 3.75 2.69 -0.993
C -2.10 -1.47 -4.00 -0.865
C -5.93 -0.05 -2.85 -0.607
H -0.03 -0.32 5.88 0.377
H -4.01 -0.61 0.45 0.424
H -6.76 -2.01 -2.52 0.340
```


Record 2
A molecular structure, C37H38KO15SZn in a non-equilibrium geometry. Source: OMol25; level of theory: ωB97M-V/def2-TZVPD.

Computed properties:
**Net charge**: +1
**HOMO energy**: -9.981 eV
**Lowest unoccupied orbital energy**: -8.055 eV
**Energy**: -5337.78422 hartree
**HOMO-LUMO gap**: 0.0708 Ha

```
93
Properties=species:S:1:pos:R:3:mulliken_charge:R:1
C -4.17 13.34 -4.79 -0.352
C -0.11 9.78 2.77 0.512
C -4.04 15.84 9.33 -0.330
K -0.76 22.52 -2.28 0.987
H 10.78 21.76 6.98 0.367
H 6.82 19.53 8.68 0.370
S 5.78 26.06 -0.18 1.167
H -7.17 21.50 -3.10 0.330
C -5.45 14.88 7.35 0.277
O 8.65 22.28 5.53 -0.577
H 6.64 20.70 6.57 0.371
H -7.33 22.66 -1.76 0.288
H 6.68 14.59 3.08 0.353
C 9.87 21.38 7.43 -0.291
H 6.53 23.84 0.18 0.356
C -6.17 21.01 -1.35 -0.069
H -3.98 10.35 -6.42 0.384
C -6.63 22.01 -2.29 -0.950
C -4.94 14.97 8.78 -0.318
O -7.31 13.35 -6.43 -0.552
H 1.76 19.13 0.63 0.229
C -4.36 11.34 -6.17 -0.344
C 6.82 24.57 -0.57 -0.801
O -5.29 21.61 -0.40 -0.406
H -0.57 18.03 0.76 0.242
H -7.03 20.58 -0.82 0.238
H -6.09 11.09 -7.29 0.389
C 8.27 13.27 3.96 0.277
C 8.72 21.54 6.58 0.388
H 7.95 27.23 -1.52 0.384
C 0.93 9.59 3.85 -0.243
C 1.70 8.49 3.90 -0.297
O -6.30 14.16 6.87 -0.526
C -4.00 16.88 7.06 -0.399
C 8.09 27.46 -0.46 -0.128
O 4.88 25.86 0.96 -0.577
O -2.60 17.61 8.94 -0.549
H 9.51 29.19 -0.63 0.357
H 8.08 16.05 1.88 0.371
O 2.33 6.26 2.93 -0.529
H -5.40 14.38 9.57 0.342
O 6.98 27.11 0.38 -0.355
H 2.37 8.55 4.74 0.326
H -6.01 14.46 -4.77 0.372
O -2.49 11.66 -4.65 -0.543
O 8.68 19.66 10.41 -0.531
C 8.49 28.94 -0.34 -1.279
O -0.79 10.78 2.78 -0.544
C 10.44 13.68 2.87 -0.427
H -0.09 17.23 2.32 0.302
H -3.62 17.65 6.39 0.370
H -3.76 16.00 10.36 0.405
H 8.95 26.87 -0.14 0.302
H -0.70 8.81 0.86 0.372
H -4.96 15.87 5.50 0.346
O 1.08 20.06 2.16 -0.372
H 10.16 11.99 3.84 0.366
C -0.15 8.71 1.78 -0.391
C 1.37 18.82 1.60 -0.121
H 11.49 13.47 2.94 0.347
O 7.58 12.62 4.79 -0.559
C 7.73 14.35 3.12 -0.171
C -3.50 12.12 -5.23 0.354
H 7.91 29.68 -0.89 0.309
C 7.56 20.82 7.13 -0.248
H 0.63 16.86 0.93 0.347
C 9.93 15.03 2.29 0.501
H 0.99 10.24 4.71 0.379
C -4.88 15.93 6.58 -0.106
H 7.85 24.89 -0.38 0.239
C 8.46 15.15 2.34 -0.379
C -5.62 11.70 -6.53 -0.333
H -5.63 20.27 -1.93 0.225
C -3.40 16.83 8.44 0.489
H -3.67 13.99 -4.08 0.366
H 0.73 6.96 1.02 0.355
O 10.60 15.88 1.65 -0.554
C 1.74 7.34 2.96 0.217
H -5.93 22.49 -2.97 0.285
C -5.42 13.67 -5.20 -0.185
H 2.19 18.35 2.15 0.274
H 10.91 20.62 9.07 0.386
C 8.73 20.17 9.29 0.322
C 7.59 20.22 8.38 -0.242
Zn 0.74 24.60 3.72 0.075
H 8.34 29.14 0.72 0.320
O 5.32 26.51 -1.49 -0.599
C 0.68 7.61 1.88 -0.157
C 9.66 12.93 3.62 -0.126
C -6.23 12.85 -6.06 0.446
H 6.66 24.29 -1.61 0.305
C 0.24 17.75 1.42 -0.905
C 9.95 20.70 8.59 -0.315
```


Record 3
A gas-phase ion, C6H9O2 (charge -1) in a non-equilibrium geometry. Source: OMol25; level of theory: ωB97M-V/def2-TZVPD.

Computed properties:
**Net charge**: -1
**Structure (SMILES)**: C=C(C)CCC(=O)[O-]
**HOMO energy**: -3.844 eV
**Lowest unoccupied orbital energy**: 3.696 eV
**Energy above the lowest of the compared OMol25 structures with the same formula, charge and spin**: 4.3 kcal per mole
**Energy**: -384.53865 hartree
**HOMO-LUMO gap**: 0.2771 Ha

```
17
Properties=species:S:1:pos:R:3:mulliken_charge:R:1
C 0.07 -0.32 -2.14 -1.198
H 0.86 0.00 -2.82 0.363
H 2.13 1.50 -1.19 0.291
C -0.88 0.35 0.13 -0.796
H -1.84 0.10 -0.34 0.296
C 1.20 1.34 -0.64 -1.005
H 0.21 -1.57 0.63 0.214
H 0.32 -1.35 -1.88 0.252
C 0.01 -0.43 2.44 0.491
H -0.95 -0.31 -2.52 0.311
H -1.03 1.19 0.80 0.436
H 1.27 1.88 0.30 0.305
C -0.51 -0.85 1.01 -0.492
O 0.56 -1.37 3.07 -0.765
H -1.39 -1.46 1.25 0.294
O -0.20 0.73 2.83 -0.711
C 0.17 0.56 -0.92 0.714
```


Record 4
2 unconnected molecules or ions with the total composition C7H18N2O in a non-equilibrium geometry. Source: OMol25; level of theory: ωB97M-V/def2-TZVPD.

Computed properties:
**Net charge**: 0
**Structure (SMILES)**: CC(C)N(C)C.CC(N)=O
**HOMO energy**: -7.392 eV
**Lowest unoccupied orbital energy**: 0.541 eV
**Energy above the lowest of the compared OMol25 structures with the same formula, charge and spin**: 65.7 kcal per mole
**Energy**: -462.17713 hartree
**HOMO-LUMO gap**: 0.2915 Ha

```
28
Properties=species:S:1:pos:R:3:mulliken_charge:R:1
H -0.53 -3.31 -0.35 0.185
H 2.34 -1.49 1.09 0.304
C 0.16 -1.76 1.11 0.882
H -1.09 2.44 1.32 0.348
N -0.92 0.95 -1.06 0.177
H 1.53 -1.17 2.67 0.285
H 0.31 2.54 -0.66 0.293
H 1.86 -2.77 2.08 0.483
C 0.20 1.57 -0.17 0.587
H -0.32 0.99 1.89 0.290
H 0.42 -3.76 0.82 0.170
C 1.53 0.86 -0.39 -1.097
H -1.87 -0.89 -1.25 0.237
C -0.84 1.16 -2.49 -1.217
H -2.94 0.44 -1.09 0.358
H 0.64 2.43 1.74 0.454
C 1.54 -1.78 1.77 -1.326
H -0.46 0.29 -3.04 0.309
O -0.75 -1.20 1.73 -0.532
C -0.17 1.87 1.27 -1.645
H 2.29 1.06 0.37 0.367
H -2.11 0.04 0.37 0.403
C -2.00 0.06 -0.71 -1.133
H 1.38 -0.20 -0.51 0.180
H -0.20 2.01 -2.72 0.348
H 1.92 1.12 -1.37 0.354
N -0.10 -2.96 0.49 -0.425
H -1.82 1.43 -2.88 0.363
```


Record 5
C5H5N3 in the gas phase in a non-equilibrium geometry. Source: OMol25; level of theory: ωB97M-V/def2-TZVPD.

Computed properties:
**Net charge**: 0
**Structure (SMILES)**: [H]/N=c1/ccccnn1
**HOMO energy**: -8.507 eV
**Lowest unoccupied orbital energy**: -0.453 eV
**Energy above the lowest of the compared OMol25 structures with the same formula, charge and spin**: 112.6 kcal per mole
**Energy**: -357.59319 hartree
**HOMO-LUMO gap**: 0.2960 Ha

```
13
Properties=species:S:1:pos:R:3:mulliken_charge:R:1
H -2.37 -0.74 1.47 0.218
C 0.84 -1.06 -0.31 -0.294
N 1.75 0.22 -2.22 -0.628
C 0.97 0.16 -1.16 0.524
N -0.32 1.92 0.22 -0.212
C -1.40 0.87 0.89 -0.315
C -0.22 -1.29 0.66 0.008
C -1.37 -0.45 0.93 -0.321
H 1.84 -1.54 -0.01 0.203
H 1.94 1.16 -2.81 0.289
N 0.62 1.41 -0.42 -0.132
H -0.12 -2.14 1.41 0.291
H -2.16 1.49 1.34 0.370
```


Record 6
3 unconnected molecules or ions with the total composition C4H15NO3. Source: OMol25; level of theory: ωB97M-V/def2-TZVPD.

Computed properties:
**Net charge**: 0
**Structure (SMILES)**: C[C@H](O)CCN.O.O
**HOMO energy**: -9.719 eV
**Lowest unoccupied orbital energy**: 0.565 eV
**Energy above the lowest of the compared OMol25 structures with the same formula, charge and spin**: 7.4 kcal per mole
**Energy**: -441.87009 hartree
**HOMO-LUMO gap**: 0.3779 Ha

```
23
Properties=species:S:1:pos:R:3:mulliken_charge:R:1
C -0.69 -0.02 0.56 -0.797
O -0.39 3.11 -2.85 -0.658
H 0.76 -1.73 -0.65 0.206
C 0.71 0.53 0.36 0.358
H -0.18 -3.66 2.53 0.295
C 0.92 1.86 1.05 -1.494
H -0.17 -2.62 1.38 0.431
H 1.97 2.13 1.03 0.402
H -1.42 0.78 0.49 0.403
H -1.45 -0.65 -1.31 0.438
H -0.78 -0.38 1.60 0.464
O -0.27 -2.72 2.35 -0.658
H 0.65 1.74 2.10 0.394
N -0.15 -2.17 -0.57 -0.603
H 1.43 -0.19 0.76 0.282
H -0.02 2.43 -3.43 0.314
O 0.95 0.59 -1.06 -0.574
H -0.33 -2.73 -1.39 0.233
H 1.73 1.08 -1.32 0.335
H -2.01 -1.55 0.16 0.328
H -0.45 2.62 -2.02 0.346
C -1.16 -1.13 -0.38 -0.772
H 0.35 2.68 0.62 0.329
```